Formula: C22H23NO6
Source: the Open Molecules 2025 dataset
Level of theory: ωB97M-V with the def2-TZVPD basis set

```
52
Properties=species:S:1:pos:R:3:forces:R:3:mulliken_charge:R:1
C -6.27507 -0.21226 1.30225 0.4458 0.1130 0.0009 -1.478
C -4.77234 -0.16523 1.52791 -0.2202 -0.2696 0.1681 0.066
O -4.26100 0.92563 0.78541 -0.0852 0.1495 -0.1390 -0.434
C -2.91925 1.10567 0.72664 0.3373 0.1001 -0.0647 0.643
C -1.97988 0.39591 1.46760 -0.3881 0.0433 0.0939 -0.426
C -0.62909 0.64735 1.30586 0.2057 0.2689 -0.1644 -0.192
C -0.18854 1.60763 0.40655 -0.4196 -0.0312 0.0933 0.052
C -1.12821 2.33874 -0.31683 0.0319 -0.0223 0.0784 -0.406
C -2.47301 2.09089 -0.15794 -0.1471 -0.1299 0.1767 -0.814
H -3.20937 2.65365 -0.71051 -0.0820 0.0657 -0.0799 0.418
H -0.79569 3.08863 -1.01610 0.0229 0.0546 -0.0564 0.409
N 1.18613 1.84245 0.20338 0.0522 -0.1162 0.1809 0.499
C 1.75056 2.03602 -1.01642 0.4486 0.0002 -0.0850 0.285
O 1.17936 2.00481 -2.08142 -0.1468 0.0112 -0.3803 -0.664
C 3.23370 2.30595 -0.79919 -0.0100 -0.0205 -0.0431 -0.882
C 3.50449 1.81644 0.62090 0.0828 -0.1818 -0.0194 0.140
C 3.92393 0.35436 0.67650 0.3611 0.6131 0.4189 0.240
O 4.69885 -0.08913 1.47954 -0.0340 -0.0709 0.0006 -0.620
O 3.28906 -0.36173 -0.25236 -0.3223 -0.0415 -0.3711 -0.211
C 3.48722 -1.77197 -0.26442 0.4292 -0.6218 0.2367 -0.951
H 4.34806 -2.02881 0.36204 -0.2398 -0.0085 -0.1772 0.488
C 2.26549 -2.54693 0.25135 0.4437 0.2525 -0.0135 0.661
O 2.43216 -3.46110 1.02914 0.0661 0.0548 -0.0825 -0.631
C 0.94457 -2.15305 -0.24822 -0.5888 0.0212 -0.0755 0.119
C 0.74629 -1.25264 -1.29481 0.1510 -0.3073 0.2951 -0.332
C -0.52467 -0.93088 -1.72431 -0.4719 0.0734 -0.2186 -0.385
C -1.63822 -1.51103 -1.11852 0.3382 -0.1616 0.0393 0.817
C -1.44610 -2.43060 -0.07893 -0.1272 0.0434 -0.1473 -0.529
C -0.18059 -2.74197 0.34652 0.1176 0.0879 -0.0795 -0.880
H -0.02424 -3.44767 1.14862 -0.0046 -0.0661 0.0581 0.466
H -2.31499 -2.88516 0.37112 -0.1107 -0.0448 0.0642 0.436
O -2.92210 -1.26652 -1.45656 0.0458 -0.2037 0.2854 -0.408
C -3.18909 -0.36902 -2.51208 -0.0415 0.1864 -0.2226 -0.880
H -2.77592 0.62137 -2.30447 -0.0121 -0.0653 -0.0296 0.306
H -4.27403 -0.30439 -2.57323 0.0730 0.0267 -0.0318 0.234
H -2.79103 -0.74368 -3.45970 0.0019 0.0104 0.0382 0.405
H -0.63077 -0.21622 -2.52365 -0.0439 0.1015 -0.0688 0.365
H 1.58298 -0.79018 -1.79126 0.0619 0.0960 -0.0561 0.460
H 3.68194 -2.06530 -1.30092 -0.0178 0.0849 0.0916 0.345
H 4.26455 2.39555 1.14677 -0.1008 -0.1482 -0.0261 0.544
C 2.12709 1.94319 1.29793 0.0524 0.2025 0.3300 -0.824
H 2.02335 2.91709 1.79400 0.0334 -0.1316 0.0342 0.400
H 1.96439 1.16243 2.04356 0.0090 0.0694 -0.0304 0.382
H 3.40256 3.38140 -0.88545 -0.0128 0.0043 -0.0036 0.380
H 3.83188 1.80494 -1.55735 -0.0744 0.0495 -0.0326 0.323
H 0.07806 0.06424 1.87532 0.0923 -0.0754 0.0369 0.158
H -2.28393 -0.36407 2.16897 -0.0642 -0.0829 0.0440 0.397
H -4.55368 -0.03126 2.59661 0.0483 -0.0286 -0.1265 0.339
H -4.30629 -1.09754 1.18308 0.0238 0.1010 0.0611 0.094
H -6.70827 -1.03268 1.86706 -0.0671 -0.0807 0.0523 0.430
H -6.72835 0.72154 1.62344 -0.0840 0.0639 0.0434 0.339
H -6.48625 -0.35521 0.24623 -0.0591 -0.0385 -0.0965 0.309
```
Forces are in eV/Å.

## Properties
- F_max (Eh/bohr) = 0.016
- E (Eh) = -1358.3635
- HOMO (eV) = -8.2175
- ΔE to the lowest compared entry with this formula, charge and spin (eV) = 1.632
- Kohn-Sham gap (eV) = 8.54
- net charge = 0
- SMILES = CCOc1ccc(N2C[C@@H](C(=O)OCC(=O)c3ccc(OC)cc3)CC2=O)cc1
- 2S+1 = 1